{
  "formula": "CH6N2",
  "method": "ωB97M-V with the def2-TZVPD basis set",
  "molar_mass_da": 46.07,
  "gap_ev": [8.491, 8.752],
  "e_above_lowest_kcal_mol": 96.84,
  "e_homo_ev": [-7.713, -8.005],
  "symbols": ["C", "N", "N", "H", "H", "H", "H", "H", "H"],
  "xyz": [[1.1485, 0.6491, -0.1574], [-1.2059, -0.8078, 0.5822], [-0.4711, -0.8318, -0.6321], [1.1307, 0.3945, 0.8343], [1.9510, 0.2354, -0.7051], [0.7337, 1.5734, -0.5602], [-0.4663, -0.7537, 1.3727], [-1.9349, -0.0767, 0.6630], [-0.8857, -0.3823, -1.3974]]
}

{
  "formula": "C2H13NO3",
  "method": "ωB97M-V with the def2-TZVPD basis set",
  "molar_mass_da": 99.13,
  "gap_ev": 10.940,
  "e_above_lowest_kcal_mol": 10.61,
  "e_homo_ev": -10.126,
  "symbols": ["C", "C", "N", "H", "H", "H", "H", "H", "H", "H", "O", "H", "H", "O", "H", "H", "O", "H", "H"],
  "xyz": [[2.7307, -0.0332, 0.0722], [1.3353, 0.5369, -0.0548], [0.4327, -0.1011, 0.9325], [3.2812, 0.5264, 0.8469], [3.2887, 0.0590, -0.8739], [2.7199, -1.0684, 0.3982], [0.9183, 0.3672, -1.0494], [1.4142, 1.6042, 0.1262], [-0.3181, 0.5730, 1.0497], [0.8937, 0.0420, 1.8237], [-2.0373, 1.9591, 0.4591], [-2.3289, 2.5031, -0.2751], [-2.2645, 1.0506, 0.1803], [-0.6676, -1.5756, -1.2718], [-0.5404, -1.3284, -0.3387], [-0.0695, -2.3203, -1.3717], [-3.1405, -0.5980, -0.2239], [-3.1212, -1.2693, 0.4632], [-2.5268, -0.9271, -0.8930]]
}

{
  "formula": "C23H33FLuNO2P2",
  "method": "ωB97M-V with the def2-TZVPD basis set",
  "molar_mass_da": 611.44,
  "gap_ev": 7.448,
  "e_above_lowest_kcal_mol": 9.03,
  "e_homo_ev": -7.060,
  "symbols": ["C", "C", "N", "C", "C", "C", "C", "P", "Lu", "P", "C", "C", "C", "C", "C", "C", "C", "O", "O", "H", "H", "H", "C", "C", "H", "H", "H", "H", "C", "C", "H", "H", "H", "H", "H", "H", "H", "H", "H", "H", "H", "H", "H", "H", "H", "H", "H", "H", "H", "H", "H", "H", "F", "C", "C", "C", "C", "C", "C", "H", "H", "H", "H"],
  "xyz": [[-0.8057, 3.8643, -1.7923], [-0.8312, 2.5119, -1.4008], [0.1047, 2.0396, -0.4827], [0.9458, 2.9092, 0.1270], [0.9207, 4.2626, -0.1768], [0.0390, 4.7445, -1.1492], [-1.8359, 1.6179, -1.9225], [-2.3733, 0.1222, -1.0852], [-0.0535, -0.1661, 0.2466], [2.3202, 0.6186, 1.1367], [1.8930, 2.4037, 1.2057], [-0.1005, -2.5802, 0.3480], [-1.1551, -3.2087, 0.9896], [-1.1186, -4.6115, 1.1548], [-0.0256, -5.3477, 0.6844], [1.0352, -4.6894, 0.0540], [0.9978, -3.2887, -0.1038], [-0.9205, 0.6416, -4.2819], [0.1255, -1.3052, -3.2105], [-1.5354, 4.1968, -2.5436], [1.5873, 4.9211, 0.3645], [0.0218, 5.8059, -1.4032], [-3.8951, 0.7248, -0.2934], [-3.0126, -1.0387, -2.3378], [2.8243, 2.9715, 1.1357], [1.4403, 2.6133, 2.1894], [-1.1279, 1.0634, -3.4407], [-2.6056, 2.0970, -2.5631], [2.8311, 0.2607, 2.8499], [3.9159, 0.6837, 0.2484], [-2.0159, -2.6464, 1.3690], [-1.9469, -5.1257, 1.6542], [0.0002, -6.4356, 0.8103], [1.8943, -5.2624, -0.3156], [1.8409, -2.7685, -0.5724], [0.5920, -1.0418, -2.0718], [-0.0231, -2.2571, -3.4085], [-0.3542, -0.5566, -3.7531], [-0.1989, 1.2206, -4.5840], [1.0856, -0.6405, -1.3182], [-4.6593, 0.9793, -1.0542], [-4.2679, -0.0788, 0.3597], [-3.6822, 1.6146, 0.3299], [-3.8257, -0.5855, -2.9226], [-2.2311, -1.3997, -3.0213], [-3.4015, -1.9108, -1.7975], [4.6737, 1.2125, 0.8521], [4.2503, -0.3497, 0.0482], [3.7768, 1.1984, -0.7166], [3.7190, 0.8515, 3.1173], [2.0026, 0.4809, 3.5360], [3.0601, -0.8093, 2.9148], [-2.5044, 1.4945, 5.9325], [-1.9936, 1.1465, 4.7091], [-2.0961, 2.0813, 3.6719], [-1.5686, 1.7126, 2.4220], [-0.9715, 0.4792, 2.2510], [-0.8803, -0.4312, 3.3056], [-1.4073, -0.0881, 4.5526], [-2.5595, 3.0443, 3.8223], [-1.6419, 2.4282, 1.5896], [-0.4018, -1.4076, 3.1578], [-1.3515, -0.7942, 5.3942]]
}

{
  "formula": "C32H38Br4N2O5Rb",
  "method": "ωB97M-V with the def2-TZVPD basis set",
  "molar_mass_da": 935.75,
  "charge": -1,
  "gap_ev": 4.313,
  "e_above_lowest_kcal_mol": 6.62,
  "e_homo_ev": -2.779,
  "symbols": ["Rb", "C", "O", "C", "C", "O", "C", "C", "O", "C", "H", "H", "H", "H", "H", "H", "H", "H", "H", "H", "H", "H", "H", "H", "C", "C", "C", "C", "C", "C", "C", "C", "N", "C", "C", "C", "C", "N", "C", "C", "C", "C", "C", "C", "C", "C", "H", "H", "H", "H", "H", "H", "H", "H", "H", "H", "H", "H", "H", "H", "H", "H", "H", "H", "H", "H", "H", "H", "H", "H", "Br", "C", "C", "Br", "C", "Br", "C", "O", "C", "O", "C", "Br"],
  "xyz": [[11.1645, 8.5931, 12.6820], [9.0581, 5.9142, 15.5158], [9.5055, 6.2322, 14.2156], [8.4675, 5.9308, 13.2547], [7.4323, 7.0506, 13.2767], [7.9755, 8.2512, 12.7933], [7.7819, 8.4023, 11.3806], [7.9778, 9.8787, 11.0079], [9.2960, 10.3624, 10.9348], [10.0275, 9.9254, 9.8143], [8.2077, 6.5231, 15.7670], [9.8428, 6.1724, 16.2270], [8.8681, 4.8581, 15.6144], [8.0117, 4.9392, 13.5151], [9.0236, 5.8719, 12.3267], [7.0504, 7.2501, 14.3020], [6.5571, 6.6827, 12.7017], [6.7259, 8.1189, 11.1436], [8.4341, 7.7335, 10.8478], [7.5256, 10.4651, 11.8025], [7.4093, 10.1028, 10.1104], [9.5697, 10.3190, 8.8846], [10.0765, 8.8210, 9.7262], [11.0629, 10.2997, 9.8587], [12.8414, 6.2606, 15.8877], [14.0231, 6.9392, 15.3405], [15.1443, 6.2914, 14.8533], [16.2005, 6.9962, 14.3188], [16.0757, 8.3504, 14.1790], [14.9744, 9.0843, 14.6441], [14.8291, 10.5180, 14.2829], [13.9821, 8.3438, 15.2928], [12.7448, 8.9986, 15.5621], [12.6084, 9.9244, 16.4076], [13.6446, 10.4126, 17.4059], [11.2678, 10.6386, 16.4043], [10.7856, 11.3100, 17.6958], [10.7643, 10.7427, 15.2551], [9.5086, 11.4021, 15.0753], [9.5020, 12.6895, 14.4892], [10.7705, 13.3390, 14.1194], [8.2516, 13.2794, 14.2513], [7.0466, 12.6500, 14.5649], [7.0674, 11.3783, 15.0780], [8.2837, 10.7343, 15.3031], [8.3244, 9.3677, 15.9041], [13.0380, 5.1801, 15.9312], [11.9672, 6.4154, 15.2564], [12.5422, 6.6136, 16.8818], [15.1732, 5.2177, 14.9054], [17.0577, 6.4836, 13.9371], [16.8981, 8.9273, 13.7015], [15.2764, 10.7244, 13.3142], [15.3245, 11.1610, 14.9842], [13.7682, 10.8399, 14.3057], [14.5676, 9.8686, 17.2167], [13.4073, 10.1882, 18.4448], [13.8598, 11.4669, 17.2539], [10.6254, 10.5777, 18.4783], [9.8650, 11.8674, 17.4920], [11.5369, 12.0179, 18.0325], [11.3763, 12.7007, 13.4549], [11.3305, 13.6194, 14.9881], [10.4950, 14.2116, 13.4980], [8.2862, 14.2335, 13.7505], [6.0881, 13.1090, 14.2969], [6.1003, 10.8920, 15.2228], [7.3202, 9.0005, 15.8936], [8.7332, 9.3847, 16.9433], [9.0106, 8.7315, 15.2993], [11.3382, 4.7839, 6.0871], [11.8739, 5.8205, 7.5764], [13.0344, 6.5780, 7.5292], [14.2014, 6.5857, 6.0521], [13.3744, 7.3792, 8.6463], [15.0416, 8.2724, 8.8491], [12.5361, 7.5644, 9.7565], [12.7758, 8.4032, 10.7252], [11.3177, 6.7295, 9.8463], [10.5982, 6.7611, 10.9075], [11.0404, 5.9267, 8.7207], [9.5241, 4.8113, 8.9833]]
}